Entry 1:
Molecular formula: C3H3FOS
Method: DFT, ωB97M-V/def2-TZVPD

Structure (ORCA input):
```
! RIJCOSX wB97M-V def2-TZVPD def2/J DEFGRID3
* xyz 0 1
C 0.1492 0.6639 0.3034
C 0.7519 -0.6590 -0.1680
C -1.0796 -0.0093 -0.1412
H 0.4453 0.9502 1.3216
H 0.8483 -1.1229 1.2121
H 1.8147 -0.6381 -0.8037
O -0.5434 -1.0976 -0.7783
F 0.2496 1.6302 -0.7314
S -2.6360 0.2826 -0.2146
*
```

Calculated values
Orbital gap ... 9.2 eV
Energy relative to the best compared isomer or geometry (same formula, charge and spin) ... 74.69 kcal per mole
Highest occupied orbital energy ... -9.282 eV
Calculated total energy ... -18755.802 eV
LUMO energy ... -0.12 eV

Entry 2:
Molecular formula: C3H3FOTm
Method: DFT, ωB97M-V/def2-TZVPD

Structure (ORCA input):
```
! RIJCOSX wB97M-V def2-TZVPD def2/J DEFGRID3
* xyz 0 4
F -0.3054 1.6069 -1.3200
O -0.0352 -0.6622 1.3620
C -0.1979 0.1345 -0.4474
C -1.0204 -0.8738 0.3033
C 0.5341 0.4460 0.6553
H -1.3696 -1.9138 0.4679
H -2.0837 -0.8432 -0.0151
Tm 2.6038 1.9707 0.2191
H 1.8743 0.1348 -1.2251
*
```

Calculated values
Orbital gap (alpha / beta) ... 5.9 / 6.2 eV
Highest occupied orbital energy (alpha / beta) ... -5.988 / -7.485 eV
Calculated total energy ... -37441.224 eV
LUMO energy (alpha / beta) ... -0.05 / -1.33 eV